Density functional theory data (wB97M-V/def2-TZVPD) for a molecular structure, C26H42IKN2O4Si3 in a non-equilibrium geometry.

```
! RIJCOSX wB97M-V def2-TZVPD def2/J DEFGRID3
* xyz -2 1
K 0.19311 0.31971 -1.18028
C 0.29970 -3.86456 -2.65864
C -0.58723 -4.08309 -1.47594
N -0.83851 -5.29654 -1.07851
C -1.61613 -5.47731 0.02358
C -2.13372 -4.44536 0.75496
C -2.87225 -4.78719 2.01983
O -2.02626 -4.72862 3.17786
C -1.89956 -3.09975 0.34626
C -2.33167 -2.02699 1.22134
N -2.31724 -0.76345 0.99315
C -2.69714 0.10540 2.05324
C -2.91937 -0.28245 3.37982
C -3.23483 0.63468 4.36649
C -3.33562 1.98362 4.06043
C -3.12640 2.39548 2.75583
C -2.82152 1.47041 1.76236
I -2.49727 2.19702 -0.15368
C -1.11205 -2.87246 -0.82175
O -0.80997 -1.74742 -1.27694
H 0.62437 -4.82697 -3.05254
H 1.16923 -3.26230 -2.38299
H -0.21365 -3.29332 -3.43389
H -1.80423 -6.50454 0.31813
H -3.23500 -5.81486 1.96586
H -3.74094 -4.13894 2.16912
H -1.38108 -4.02667 3.02607
H -2.69226 -2.39158 2.18585
H -2.81495 -1.31802 3.67295
H -3.37877 0.29043 5.38368
H -3.55374 2.71285 4.83089
H -3.17724 3.44355 2.49313
C 1.19423 -2.57436 1.84356
O 1.15607 -1.27798 1.31987
Si 1.84744 0.05312 2.11593
C 3.37073 -0.64741 3.01315
C 0.66468 0.48421 3.51782
C 2.17439 1.34399 0.94250
Si 2.18230 3.02667 1.58592
C 3.44187 3.33586 2.98265
C 0.53785 3.61173 2.33638
C 2.62173 4.33995 0.29797
Si 3.41510 0.91915 -0.30544
C 3.34858 -0.91501 -0.80312
C 5.21361 1.19312 0.24218
C 3.28001 1.87336 -1.93234
H 2.21547 -2.89295 2.08660
H 0.78212 -3.27134 1.11118
H 0.59405 -2.66017 2.76595
H 3.11271 -1.33568 3.82557
H 3.93186 0.18819 3.44189
H 4.04351 -1.17175 2.32876
H 0.46838 -0.41497 4.11337
H -0.28798 0.86757 3.15117
H 1.09174 1.23405 4.19053
H 3.23575 2.68734 3.84021
H 3.40343 4.37456 3.33204
H 4.46111 3.12176 2.64868
H 0.49638 3.44250 3.41554
H -0.30950 3.09759 1.88308
H 0.40624 4.68570 2.16388
H 3.65807 4.25069 -0.03926
H 2.49776 5.33708 0.73320
H 1.98146 4.26411 -0.58387
H 3.68280 -1.55555 0.01783
H 3.99338 -1.09857 -1.66793
H 2.33907 -1.25458 -1.04988
H 5.44971 0.61535 1.13933
H 5.39239 2.24807 0.47148
H 5.90842 0.89941 -0.55363
H 2.25143 2.05861 -2.25377
H 3.77150 1.30319 -2.72807
H 3.78046 2.84239 -1.85981
C 0.39935 -0.26092 -4.28886
C -0.47555 1.02766 -4.04248
O -0.00097 1.70468 -3.10816
H 0.32071 -0.57213 -5.33419
H -0.04120 -1.06115 -3.67613
H 1.45506 -0.13504 -4.00264
*
```

Summary:
- E (eV) = -86876.0950
- HOMO level (eV) = -0.1549
- LUMO (hartree) = 0.1499
- orbital gap (hartree) = 0.15564